Version A
Molecular formula: C5H8N2
Method: DFT, the ωB97M-V functional and the def2-TZVPD basis

The geometry in XYZ format:
```
15
Properties=species:S:1:pos:R:3
C -1.29786 1.09073 -0.53482
C -0.63172 -0.02936 0.16877
C 1.62723 0.33543 -0.95902
C 2.08246 -0.36908 0.07926
N 2.19370 -0.98271 1.11075
C -0.44173 -0.65014 1.33177
N -0.71142 -1.45817 0.05386
H -0.97926 2.05207 -0.12406
H -1.10321 1.07374 -1.61017
H -2.38144 0.99542 -0.38039
H 1.79925 1.40642 -0.99706
H 1.38042 -0.18405 -1.87891
H -0.95304 -0.61662 2.28480
H 1.12315 -0.95732 1.50146
H -1.70654 -1.70633 -0.04624
```

The SMILES is CC1=CN1.C=C=N. The value obtained for the LUMO energy is 0.712 eV. Its frontier orbital gap is 8.94 eV. As for the net charge: 0.

=====

Version B
Molecular formula: C5H8N2
Method: DFT, the ωB97M-V functional and the def2-TZVPD basis

The geometry in XYZ format:
```
15
Properties=species:S:1:pos:R:3
C 0.38458 -1.51690 -0.07960
C 1.50663 -0.51072 -0.15514
C -0.75057 0.48214 -0.41969
C -1.88490 0.00330 -0.06406
C -0.66717 -0.67466 0.60014
H 0.90611 -2.30268 0.51677
H 0.02172 -1.70804 -1.27681
H 2.53120 -0.62739 -0.40414
H 0.22328 2.31671 -0.39579
H -0.62370 0.14120 -1.41695
H -2.84780 0.04950 0.74448
H -2.52587 -0.42327 -0.85839
H -0.54035 -0.28356 1.62095
N 1.42696 0.77974 0.18178
N 0.19075 1.52579 0.12965
```

The SMILES is C1=NN[C@@H]2C[C@H]2C1. The value obtained for the LUMO energy is 0.952 eV. Its frontier orbital gap is 9.58 eV. As for the net charge: 0.

=====

Energy ordering: version A at the bottom, the next structure 146.7 kJ/mol above.

=====

Version A
Molecular formula: C5H8N2
Method: DFT, the ωB97M-V functional and the def2-TZVPD basis

The geometry in XYZ format:
```
15
Properties=species:S:1:pos:R:3
C 1.53243 -1.70125 -0.82617
N 0.61645 -0.82571 -0.12842
C 0.08647 -1.00056 1.11035
N -0.72880 -0.03193 1.44851
C -0.73871 0.82705 0.37299
C -1.55578 2.07994 0.37166
C 0.08550 0.34983 -0.61006
H 2.38915 -1.13235 -1.19935
H 1.89708 -2.46490 -0.13479
H 1.03742 -2.19512 -1.66871
H 0.34051 -1.85866 1.72311
H -2.62785 1.85737 0.33938
H -1.36953 2.66047 1.28166
H -1.31058 2.70562 -0.49221
H 0.34625 0.73020 -1.58794
```

The SMILES is Cc1cn(C)cn1. The value obtained for the LUMO energy is 0.886 eV. Its frontier orbital gap is 9.36 eV. As for the net charge: 0.

=====

Version B
Molecular formula: C5H8N2
Method: DFT, the ωB97M-V functional and the def2-TZVPD basis

The geometry in XYZ format:
```
15
Properties=species:S:1:pos:R:3
C -1.50449 -1.10113 0.68379
C -1.11402 0.31999 0.58575
C -1.20951 1.61015 -0.06609
N -0.35255 1.17024 1.10794
C 2.50182 -0.01500 0.16401
C 1.73932 -0.51695 -0.77320
N 0.98433 -1.05081 -1.58833
H -2.57334 -1.18410 0.90611
H -0.92755 -1.60099 1.46595
H -1.31050 -1.59294 -0.27463
H 0.87343 -0.52724 -2.45665
H -0.69001 1.79769 -1.00746
H -2.03057 2.29304 0.15307
H 3.56108 -0.24085 0.19439
H 2.05256 0.63890 0.90537
```

The SMILES is CC1=NC1.C=C=N. The value obtained for the LUMO energy is 0.988 eV. Its frontier orbital gap is 10.16 eV. As for the net charge: 0.

=====

Version C
Molecular formula: C5H8N2
Method: DFT, the ωB97M-V functional and the def2-TZVPD basis

The geometry in XYZ format:
```
15
Properties=species:S:1:pos:R:3
C -1.14623 -0.37290 0.94930
C -0.96159 0.90772 -1.01684
C -0.03511 1.71844 -0.20744
N -0.09514 0.27066 0.14442
C 1.17868 -0.44746 -0.14311
C 0.99130 -1.89708 -0.26601
N 0.89307 -3.04470 -0.35410
H -1.93215 0.33928 1.22859
H -0.69351 -0.82044 1.81601
H -1.66379 -1.14020 0.34878
H -0.46632 0.52592 -1.90944
H 0.95758 1.99971 -0.57743
H -0.39527 2.39606 0.56680
H 1.55946 -0.08470 -1.10601
H 1.97452 -0.28563 0.59988
```

The value obtained for the LUMO energy is 0.584 eV. Its frontier orbital gap is 8.22 eV. As for the net charge: 0.

=====

Energy ordering: version A at the bottom, the next structure 318.6 kJ/mol above.